# 1
{"formula": "CH6N3OS", "method": "ωB97M-V/def2-TZVPD", "e_tot_ha": -678.9771, "homo_lumo_gap_ev": 8.1, "lumo_energy_ev": -5.0, "de_lowest_ev": 4.432, "total_charge": 1, "species": ["C", "N", "N", "N", "O", "S", "H", "H", "H", "H", "H", "H"], "positions_angstrom": [[2.280, -0.264, 0.343], [1.092, -0.644, 0.090], [-0.925, 0.955, 0.646], [0.436, -1.218, -0.911], [-1.815, 0.026, -0.015], [3.670, -0.015, 0.921], [0.315, 0.006, 0.563], [-0.933, 1.822, 0.068], [0.629, -1.273, -1.937], [-1.509, 1.303, 1.478], [-0.586, -1.128, -0.890], [-2.654, 0.430, -0.356]], "lowdin_charge": [-0.609, -0.091, 0.003, 0.056, -0.134, 0.975, 0.124, 0.134, 0.155, 0.160, 0.088, 0.139]}

---

# 2
{"formula": "C42H39Cl5CrN2O2P2SiTe", "method": "ωB97M-V/def2-TZVPD", "e_tot_ha": -6469.5804, "spin_multiplicity": 5, "homo_lumo_gap_ev": [5.3, 5.3], "lumo_energy_ev": [3.7, 3.7], "de_lowest_ev": 0.000, "total_charge": -2, "species": ["Cr", "Te", "C", "C", "C", "N", "C", "C", "C", "P", "C", "C", "C", "C", "C", "C", "C", "C", "C", "C", "C", "C", "P", "C", "C", "C", "C", "C", "C", "C", "C", "C", "C", "C", "C", "H", "H", "H", "H", "H", "H", "H", "H", "H", "H", "H", "H", "H", "H", "H", "H", "H", "H", "H", "H", "H", "H", "H", "H", "N", "C", "C", "C", "O", "O", "H", "H", "H", "H", "H", "H", "Cl", "C", "C", "C", "Cl", "C", "Cl", "C", "Cl", "C", "Cl", "C", "Si", "C", "C", "H", "H", "H", "H", "H", "H", "H", "H", "H"], "positions_angstrom": [[-1.832, 0.735, -1.061], [0.550, -2.689, 2.537], [2.314, -2.002, 3.522], [2.278, -1.222, 4.671], [3.457, -0.657, 5.148], [4.649, -0.827, 4.578], [4.677, -1.600, 3.484], [3.558, -2.202, 2.930], [0.911, -1.426, 0.870], [1.029, -2.392, -0.720], [2.233, -1.382, -1.705], [3.306, -0.678, -1.161], [4.117, 0.111, -1.968], [3.861, 0.211, -3.333], [2.801, -0.494, -3.889], [1.995, -1.289, -3.077], [2.108, -3.848, -0.318], [3.464, -3.960, -0.629], [4.147, -5.167, -0.470], [3.488, -6.291, 0.003], [2.134, -6.200, 0.318], [1.461, -5.000, 0.149], [-0.163, 0.091, 0.677], [-0.842, 0.394, 2.375], [-2.051, -0.231, 2.685], [-2.641, -0.110, 3.931], [-2.023, 0.656, 4.913], [-0.837, 1.307, 4.616], [-0.254, 1.182, 3.357], [1.211, 1.354, 0.666], [1.233, 2.387, -0.265], [2.318, 3.259, -0.348], [3.387, 3.121, 0.523], [3.368, 2.109, 1.479], [2.300, 1.227, 1.534], [1.335, -1.020, 5.166], [3.442, -0.019, 6.028], [5.653, -1.733, 3.026], [3.644, -2.802, 2.030], [3.490, -0.736, -0.093], [4.937, 0.668, -1.527], [4.477, 0.852, -3.957], [2.590, -0.413, -4.950], [1.153, -1.835, -3.501], [4.002, -3.097, -1.002], [5.200, -5.226, -0.727], [4.019, -7.230, 0.118], [1.602, -7.073, 0.683], [0.398, -4.952, 0.358], [-2.518, -0.819, 1.920], [-3.574, -0.618, 4.145], [-2.464, 0.742, 5.900], [-0.357, 1.923, 5.370], [0.662, 1.717, 3.147], [0.389, 2.517, -0.930], [2.321, 4.040, -1.100], [4.233, 3.798, 0.458], [4.202, 1.985, 2.166], [2.309, 0.412, 2.249], [-3.845, -1.094, -0.754], [-3.473, -2.391, -1.346], [-3.264, -2.251, -2.844], [-1.953, -1.567, -3.246], [-1.495, -1.830, -4.364], [-1.429, -0.799, -2.379], [-4.143, -1.213, 0.200], [-4.628, -0.694, -1.253], [-4.242, -3.153, -1.165], [-2.546, -2.732, -0.874], [-4.089, -1.669, -3.270], [-3.265, -3.229, -3.323], [-5.414, 1.330, -1.872], [-4.175, 1.835, -3.007], [-2.839, 1.603, -2.687], [-1.952, 2.081, -3.660], [-0.254, 1.829, -3.358], [-2.326, 2.737, -4.826], [-1.138, 3.309, -5.950], [-3.677, 2.942, -5.086], [-4.182, 3.735, -6.537], [-4.610, 2.492, -4.161], [-6.296, 2.775, -4.459], [-4.125, 2.555, 1.356], [-2.573, 2.746, 0.231], [-3.024, 4.289, -0.841], [-1.485, 3.698, 1.513], [-4.517, 3.544, 1.632], [-3.846, 2.029, 2.279], [-4.940, 1.988, 0.886], [-3.725, 4.948, -0.309], [-3.473, 4.032, -1.808], [-2.115, 4.871, -1.054], [-1.934, 4.678, 1.731], [-0.463, 3.873, 1.151], [-1.403, 3.147, 2.455]], "lowdin_charge": [0.255, 1.194, -0.543, -0.144, -0.180, 0.031, -0.169, -0.132, -0.923, 0.923, -0.382, -0.119, -0.097, -0.111, -0.099, -0.096, -0.411, -0.098, -0.109, -0.123, -0.109, -0.186, 0.898, -0.407, -0.160, -0.100, -0.104, -0.096, -0.112, -0.347, -0.128, -0.087, -0.110, -0.090, -0.130, 0.082, 0.091, 0.094, 0.084, 0.094, 0.093, 0.088, 0.098, 0.091, 0.088, 0.090, 0.086, 0.091, 0.066, 0.084, 0.098, 0.090, 0.098, 0.095, 0.027, 0.099, 0.089, 0.096, 0.083, -0.011, -0.262, -0.111, -0.671, -0.016, -0.221, 0.059, -0.029, 0.096, 0.106, 0.114, 0.106, 0.698, -0.667, -0.297, -0.654, 0.745, -0.696, 0.638, -0.717, 0.625, -0.707, 0.620, -0.258, 0.480, -0.240, -0.243, 0.011, -0.004, -0.026, 0.012, -0.006, 0.018, 0.016, 0.004, -0.007]}

---

Q: Which formula does entry 1 have?
A: CH6N3OS